This record from OMol25 describes the molecule C3H8N4O. The level of theory is ωB97M-V with the def2-TZVPD basis set.

Computed properties:
highest occupied orbital energy: -0.28970 hartree
SMILES string: C/C(N)=N\C(=O)NN
2S+1: 1

```
16
Properties=species:S:1:pos:R:3:forces:R:3
C 0.73294 -1.02439 -1.34142 -0.88 -0.17 0.44
N -0.67201 -0.52468 1.20765 1.07 -1.40 0.51
C 0.64524 -0.04592 1.59217 -0.51 -1.17 -0.16
C 0.61593 0.29244 -0.62318 1.80 1.51 -0.58
N -1.78730 0.30369 0.97773 -1.82 0.29 -0.38
N 0.25426 1.35435 -1.39177 0.35 -0.57 -0.12
N 1.18260 0.58358 0.53732 -0.64 0.75 -0.57
O 1.13379 -0.33792 2.65982 0.08 0.15 0.13
H -0.92888 -1.36622 1.72256 -0.04 0.65 0.24
H -1.66953 1.30523 1.11986 0.57 -0.47 0.31
H -2.53319 -0.02908 1.58758 0.21 0.51 -0.07
H 0.55930 2.26317 -1.08375 -0.17 0.01 0.37
H 0.20397 1.26439 -2.39208 -0.14 -0.23 -0.09
H 1.46846 -0.94212 -2.14139 0.08 0.12 0.06
H -0.22860 -1.28728 -1.78331 0.02 -0.07 -0.07
H 1.02302 -1.80923 -0.64780 0.02 0.08 -0.04
```
Forces are in eV/Å.

This record from OMol25 describes an isolated ion of composition C3H9NOS and charge +1. The level of theory is ωB97M-V with the def2-TZVPD basis set.

Computed properties:
charge: +1
highest occupied orbital energy (spin up / spin down): -0.50294 / -0.50018 hartree
<S²>: 0.753
2S+1: 2

```
15
Properties=species:S:1:pos:R:3:forces:R:3
C 0.48860 0.13134 -0.34497 1.65 -0.03 1.13
C 0.78125 1.59091 0.10844 -0.30 0.02 -1.70
S 1.22253 2.73442 -1.24970 -0.09 -0.48 0.03
N 0.11024 -0.50124 0.92261 -0.92 -0.60 -0.83
C -1.14621 -1.27492 0.81077 0.53 0.69 -0.35
O -0.94650 -2.45158 0.06423 0.31 -0.02 0.44
H 1.45757 -0.26976 -0.66568 -0.12 -0.01 -0.09
H -0.15055 0.00573 -1.21519 -0.63 0.21 0.29
H -0.12343 2.05512 0.51426 0.11 -0.02 0.39
H 1.64786 1.60888 0.76074 -0.20 0.28 0.45
H 0.55770 2.10090 -2.26131 0.09 0.21 0.27
H 0.83965 -1.14376 1.18832 0.20 -0.12 0.23
H -1.82840 -0.55491 0.34669 -0.39 -0.44 0.04
H -1.50879 -1.57005 1.79043 0.15 0.19 0.15
H -1.40152 -2.46105 -0.76963 -0.39 0.13 -0.45
```
Forces are in eV/Å.

This record from OMol25 describes a 2-piece molecular cluster, C6H10 overall. The level of theory is ωB97M-V with the def2-TZVPD basis set.

Computed properties:
highest occupied orbital energy (spin up / spin down): -0.30475 / -0.28034 hartree
2S+1: 1

```
16
Properties=species:S:1:pos:R:3:forces:R:3
C 2.65405 0.39591 -0.61161 -0.12 -0.06 -0.13
C 1.30551 0.08079 -0.10972 0.19 0.23 0.93
C 0.37517 -0.07059 0.69621 0.42 0.05 -0.60
C -0.88816 -0.39198 1.10599 -0.02 0.18 0.82
C -0.70195 -0.85369 -1.55431 -0.49 -0.37 -1.03
C -1.93610 0.64407 1.42009 -0.02 -0.01 -0.17
H 3.32746 0.69842 0.20001 -0.21 -0.07 -0.05
H 3.09628 -0.47340 -1.10617 -0.06 0.09 0.04
H 2.62062 1.21140 -1.33964 -0.02 -0.10 0.07
H -1.04507 -1.38081 1.53628 0.01 0.08 -0.20
H -0.82809 0.17140 -1.27976 0.03 -0.03 0.05
H -1.11736 -1.17287 -2.51769 0.13 0.11 0.31
H -0.21964 -1.59745 -0.95721 0.00 0.06 0.04
H -1.78618 1.54922 0.82509 -0.01 -0.11 0.06
H -2.93546 0.25040 1.21321 0.11 0.05 0.01
H -1.92109 0.93919 2.47923 0.09 -0.11 -0.16
```
Forces are in eV/Å.

This record from OMol25 describes a 4-piece molecular cluster, CH11N3O3 overall. The level of theory is ωB97M-V with the def2-TZVPD basis set.

Computed properties:
highest occupied orbital energy: -0.34219 hartree
SMILES string: N=C(N)N.O.O.O
2S+1: 1

```
18
Properties=species:S:1:pos:R:3:forces:R:3
N 2.64627 0.48150 1.67121 -1.40 -1.37 -2.35
C 1.51625 -0.12469 1.06493 1.47 -0.79 -1.07
N 0.28206 -0.19096 1.72130 4.27 6.13 1.14
N 1.67813 -0.69319 -0.08836 -2.30 0.09 0.72
H 2.72413 0.73691 2.57134 -0.75 0.41 4.13
H 3.14210 1.17282 1.19573 0.67 0.71 -1.82
H -0.15644 -1.00564 1.50804 -2.67 -1.83 -0.77
H 0.00168 0.84461 1.97970 -0.51 -3.66 -0.54
H 2.59038 -0.88314 -0.42503 1.21 0.32 0.33
H -3.13368 -1.29725 -1.33675 -0.17 -0.96 0.84
H -2.96391 -0.00990 -1.77145 0.12 1.41 -0.43
O -3.15157 -0.42477 -0.93270 -0.37 -1.35 -1.42
H 0.79102 -0.61613 -1.87134 -0.54 -0.03 -0.50
H 1.20973 -0.52080 -3.33958 -0.47 -0.01 0.08
O 0.41125 -0.57876 -2.79113 0.86 0.01 0.59
H -3.24441 1.15624 0.46166 0.90 0.69 0.61
H -2.06917 0.62872 -0.12735 0.85 0.07 0.33
O -2.27381 1.32440 0.50979 -1.17 0.17 0.10
```
Forces are in eV/Å.

Number 1: largest force on an atom 2.42 eV Å⁻¹, calculated total energy -413.316632 Eh. Number 2: largest force on an atom 2.00 eV Å⁻¹, calculated total energy -647.518910 Eh. Number 3: largest force on an atom 1.20 eV Å⁻¹, calculated total energy -234.413874 Eh. Number 4: largest force on an atom 7.56 eV Å⁻¹, calculated total energy -434.643529 Eh.